No. 1
Computed, not measured: C28H43BrIrN2P2 as an isolated structure in a non-equilibrium geometry, with ωB97M-V/def2-TZVPD.

The geometry in ORCA input format:
```
! wB97M-V def2-TZVPD RIJCOSX def2/J DEFGRID3
* xyz 4 6
C -0.234 -2.526 -3.159
C -0.594 -1.203 -2.784
C -1.919 -0.800 -3.106
C -2.779 -1.708 -3.728
N -2.444 -2.969 -4.062
C -1.180 -3.342 -3.781
C 0.296 -0.348 -2.078
C 1.158 0.548 -1.771
C 2.091 1.554 -2.208
C 2.799 2.334 -1.264
C 3.709 3.317 -1.665
C 3.920 3.530 -3.034
C 3.233 2.773 -3.999
C 2.327 1.794 -3.585
Ir 0.523 -0.197 0.135
P -0.953 -1.840 0.927
H -2.258 0.211 -2.857
H 0.772 -2.899 -2.945
H -3.807 -1.402 -3.970
H -0.906 -4.368 -4.068
H 1.788 1.200 -4.329
H 2.612 2.143 -0.203
H 3.411 2.952 -5.063
H 4.250 3.914 -0.924
C -1.109 -2.035 2.787
C -2.389 -2.634 3.384
H -0.947 -1.017 3.186
H -0.220 -2.616 3.097
H -2.332 -2.639 4.488
H -3.277 -2.042 3.103
H -2.557 -3.672 3.054
C -2.705 -1.561 0.322
C -3.637 -2.751 0.069
H -2.569 -1.002 -0.620
H -3.156 -0.849 1.037
H -4.601 -2.391 -0.335
H -3.212 -3.440 -0.680
H -3.852 -3.323 0.987
C -0.501 -3.542 0.294
C -1.015 -4.801 1.003
H 0.602 -3.543 0.286
H -0.801 -3.530 -0.770
H -0.622 -5.703 0.500
H -0.677 -4.839 2.054
H -2.114 -4.869 0.995
Br 5.161 4.867 -3.599
P -0.397 1.886 0.885
C -2.034 1.767 1.800
C -2.528 2.914 2.692
H -1.940 0.849 2.407
H -2.780 1.529 1.018
H -3.486 2.639 3.169
H -1.810 3.129 3.502
H -2.691 3.845 2.126
C 0.664 2.945 2.022
C 0.505 4.471 2.040
H 1.702 2.694 1.742
H 0.526 2.515 3.032
H 1.242 4.924 2.728
H 0.685 4.900 1.039
H -0.497 4.787 2.370
C -0.759 2.995 -0.583
C -1.858 4.062 -0.509
H -0.980 2.286 -1.402
H 0.213 3.447 -0.854
H -1.954 4.573 -1.484
H -2.840 3.615 -0.276
H -1.647 4.832 0.250
C 5.403 -2.654 1.202
C 4.961 -1.225 1.474
C 3.530 -1.038 0.998
N 2.343 -0.883 0.603
H 4.762 -3.331 1.726
H 6.411 -2.785 1.537
H 5.348 -2.850 0.152
H 5.016 -1.029 2.525
H 5.603 -0.547 0.951
*
```

⟨S²⟩: 8.81
Gap between HOMO and LUMO (spin up / spin down) in Eh: 0.2563 / 0.1937
E_HOMO (spin up / spin down) in eV: -19.0 / -20.5

Atom charges from the Löwdin analysis, given in e for atoms 1 to 6: 0.0333, -0.2006, 0.0293, 0.0016, 0.3410, -0.0003



No. 2
Computed, not measured: one molecule with the formula C3H3NO4 in a non-equilibrium geometry, with ωB97M-V/def2-TZVPD.

The geometry in ORCA input format:
```
! wB97M-V def2-TZVPD RIJCOSX def2/J DEFGRID3
* xyz 0 1
O -1.873 0.243 1.226
C -1.916 -0.007 0.076
O -0.809 -0.182 -0.719
N 0.412 -0.030 -0.037
C 1.145 -1.247 0.111
O 2.255 -1.143 0.523
C 0.940 1.313 -0.125
O 2.001 1.586 0.373
H -2.817 -0.240 -0.615
H 0.543 -2.157 -0.098
H 0.120 1.864 -0.715
*
```

SMILES: O=CON(C=O)C=O
Gap between HOMO and LUMO in Eh: 0.4033
E_HOMO in eV: -10.5

Atom charges from the Löwdin analysis, given in e for atoms 1 to 6: 0.1250, -0.3201, -0.0428, -0.0373, -0.2216, 0.1050



No. 3
Computed, not measured: C28H31N6ORuSbSe as an isolated structure, with ωB97M-V/def2-TZVPD.

The geometry in ORCA input format:
```
! wB97M-V def2-TZVPD RIJCOSX def2/J DEFGRID3
* xyz 2 5
Ru -0.175 0.490 -0.016
C -1.296 -0.940 -2.765
C -1.052 0.498 -3.100
C -1.107 0.948 -4.413
C -0.913 2.290 -4.686
C -0.687 3.162 -3.633
C -0.635 2.656 -2.343
N -0.801 1.353 -2.086
Sb -0.400 4.148 -0.764
C -1.828 3.257 0.626
C -2.758 4.147 1.145
C -3.687 3.690 2.064
C -3.653 2.358 2.438
C -2.703 1.516 1.879
C -2.629 0.067 2.259
N -1.804 1.966 0.978
C 1.388 3.307 0.171
C 2.461 4.176 0.300
C 3.597 3.742 0.964
C 3.613 2.466 1.495
C 2.508 1.641 1.334
C 2.475 0.263 1.917
N 1.417 2.066 0.664
H -1.636 -1.497 -3.635
H -0.376 -1.395 -2.396
H -2.051 -1.011 -1.980
H -1.314 0.247 -5.209
H -0.959 2.656 -5.704
H -0.562 4.223 -3.806
H -2.750 5.183 0.835
H -4.422 4.362 2.487
H -4.358 1.972 3.160
H -3.416 -0.203 2.960
H -2.720 -0.539 1.359
H -1.660 -0.138 2.719
H 2.402 5.178 -0.104
H 4.450 4.398 1.083
H 4.475 2.108 2.041
H 3.349 0.071 2.534
H 1.577 0.145 2.527
H 2.441 -0.474 1.113
C -3.223 -3.299 0.180
N -2.547 -3.358 1.464
C -3.049 -3.999 2.573
C -2.126 -3.881 3.552
N -1.071 -3.169 3.029
C 0.149 -2.844 3.747
C -1.332 -2.857 1.746
Se -0.128 -2.016 0.555
H -3.812 -4.203 0.052
H -2.485 -3.240 -0.616
H -3.888 -2.438 0.128
H -4.010 -4.483 2.573
H -2.139 -4.247 4.564
H 0.237 -3.502 4.607
H 0.136 -1.810 4.090
H 1.007 -2.990 3.096
O 1.672 -0.710 -1.238
N 2.684 -1.271 -1.851
C 3.224 -2.404 -1.360
C 4.281 -3.023 -1.991
C 4.802 -2.476 -3.155
C 4.238 -1.307 -3.641
C 3.185 -0.720 -2.974
H 2.757 -2.780 -0.462
H 4.687 -3.929 -1.565
H 5.626 -2.949 -3.671
H 4.613 -0.841 -4.541
H 2.708 0.192 -3.300
*
```

⟨S²⟩: 6.01
Gap between HOMO and LUMO (spin up / spin down) in Eh: 0.3091 / 0.2811
E_HOMO (spin up / spin down) in eV: -13.1 / -13.6

Atom charges from the Löwdin analysis, given in e for atoms 1 to 6: 1.0865, -0.0545, -0.3127, -0.0021, -0.0254, -0.1158